# 1
A molecular structure, C41H49Cl2GaN3O2SSb. Source: the OMol25 dataset; level of theory: the ωB97M-V functional and the def2-TZVPD basis.

Geometry (Å):
Ga  -0.0052  -0.3192  -1.0305
C  -0.1600  4.2863  0.8218
O  0.7415  3.3470  1.4596
C  0.4766  2.1643  0.9266
N  -0.4584  2.0504  0.0629
C  -1.1691  3.3858  0.1005
C  -1.7220  3.9221  -1.1930
C  -0.9813  4.7119  -2.0628
C  -1.5529  5.1809  -3.2400
C  -2.8639  4.8604  -3.5576
C  -3.6143  4.0776  -2.6867
C  -3.0459  3.6230  -1.5086
C  1.1602  1.0070  1.5327
C  2.0068  1.1040  2.6257
C  2.4135  -0.0670  3.2504
C  1.8956  -1.2804  2.8209
C  1.0352  -1.2671  1.7370
N  0.7284  -0.1573  1.0751
C  0.2497  -2.4173  1.2856
N  -0.6185  -2.2752  0.3695
C  -1.3569  -3.5599  0.2737
C  -0.7256  -4.4027  1.4139
O  0.3489  -3.5612  1.9294
C  -2.8613  -3.4667  0.4305
C  -3.5733  -4.6639  0.4485
C  -4.9556  -4.6608  0.5522
C  -5.6426  -3.4564  0.6163
C  -4.9388  -2.2620  0.6119
C  -3.5523  -2.2677  0.5342
H  0.4217  4.9224  0.1594
H  -0.6111  4.8974  1.5957
H  -2.0265  3.2210  0.7576
H  0.0434  4.9875  -1.8401
H  -0.9765  5.8207  -3.8976
H  -3.3085  5.2404  -4.4694
H  -4.6439  3.8363  -2.9188
H  -3.6395  3.0296  -0.8193
H  2.3259  2.0772  2.9733
H  3.0927  -0.0334  4.0928
H  2.1055  -2.2133  3.3267
H  -1.1384  -3.9789  -0.7089
H  -0.3080  -5.3532  1.0985
H  -1.4264  -4.5628  2.2286
H  -3.0432  -5.6096  0.3711
H  -5.4961  -5.5982  0.5782
H  -6.7234  -3.4453  0.6789
H  -5.4687  -1.3185  0.6611
H  -3.0093  -1.3346  0.5714
Cl  -0.9224  1.3974  -2.7196
C  -1.7022  0.4962  -3.9804
C  -2.2716  1.1855  -5.0353
C  -2.9119  0.4651  -6.0274
C  -2.9981  -0.9162  -5.9418
C  -2.4240  -1.5846  -4.8735
Cl  -2.5394  -3.3012  -4.7784
C  -1.7416  -0.8879  -3.8677
S  -0.9893  -1.7786  -2.5646
H  -2.2106  2.2659  -5.0705
H  -3.3449  0.9808  -6.8742
H  -3.5138  -1.4864  -6.7033
C  4.0821  -1.4690  -0.0340
C  4.3135  -0.1959  -0.8428
C  5.6692  -0.2520  -1.5337
C  4.2341  1.0463  0.0374
Sb  2.5988  -0.0528  -2.2715
C  2.7730  1.9661  -3.2492
C  4.2466  2.2250  -3.5330
C  2.2111  2.9680  -2.2460
C  1.9828  1.9779  -4.5528
C  2.7596  -1.7989  -3.6861
C  4.1921  -1.8907  -4.1948
C  1.7939  -1.5620  -4.8416
C  2.3768  -3.0337  -2.8787
H  4.7948  -1.5044  0.7982
H  4.2485  -2.3602  -0.6382
H  3.0746  -1.5160  0.3811
H  6.4426  -0.2790  -0.7572
H  5.8656  0.6194  -2.1550
H  5.7937  -1.1446  -2.1420
H  4.9273  0.9382  0.8800
H  3.2366  1.1993  0.4402
H  4.5286  1.9429  -0.5099
H  4.8439  2.2624  -2.6229
H  4.3392  3.2015  -4.0213
H  4.6708  1.4840  -4.2132
H  2.8552  3.0749  -1.3718
H  1.2106  2.6932  -1.9090
H  2.1411  3.9495  -2.7285
H  2.2926  1.1800  -5.2250
H  2.1862  2.9229  -5.0678
H  0.9104  1.9072  -4.3944
H  4.5451  -0.9543  -4.6311
H  4.2230  -2.6482  -4.9857
H  4.8838  -2.2077  -3.4164
H  2.0921  -0.7078  -5.4481
H  0.7671  -1.4250  -4.5061
H  1.8173  -2.4419  -5.4936
H  3.1251  -3.2740  -2.1239
H  2.3084  -3.8909  -3.5570
H  1.4075  -2.9240  -2.3968

Atoms 1-6, force components in eV/Å:
0.3 -0.5 -0.2
-0.1 0.1 -0.1
0.1 -0.1 0.2
-0.2 0.2 -0.2
0.4 -0.2 0.3
-0.1 0.0 0.0

## Properties
net charge	+2
lowest unoccupied orbital energy	-6.434	eV

# 2
A molecular structure, C41H49CoN5O5SSi in a non-equilibrium geometry. Source: the OMol25 dataset; level of theory: the ωB97M-V functional and the def2-TZVPD basis.

Geometry (Å):
Co  -0.9497  0.4090  -0.3498
C  5.7723  -1.1088  0.3477
O  5.4430  -0.4862  1.5940
C  5.3522  0.8817  1.5209
C  6.4086  1.6736  1.9268
C  6.2909  3.0592  1.9038
C  5.0985  3.6344  1.4895
C  4.0248  2.8399  1.1016
C  4.1485  1.4545  1.1031
N  3.1154  0.5647  0.7536
C  1.9364  0.8763  0.1188
N  1.9777  1.7692  -0.8981
C  0.8513  2.5231  -1.3448
C  -0.4770  2.1739  -1.0780
C  -1.4490  3.0251  -1.6180
C  -1.1406  4.1375  -2.3923
C  0.1889  4.4447  -2.6606
C  1.1760  3.6384  -2.1225
O  2.5220  3.8486  -2.3617
C  2.9855  5.1806  -2.1585
N  0.8356  0.3127  0.4443
C  0.6103  -0.2548  1.7608
C  -0.9366  0.6142  2.9883
C  -0.8862  0.2449  4.4684
C  0.0221  -2.2580  4.0950
C  0.7895  -2.7071  2.9217
C  0.7830  -1.7963  1.7090
O  1.7390  -2.2770  0.8136
C  1.5222  -2.3007  -0.6004
H  5.7470  -2.1816  0.5163
H  6.7712  -0.8059  0.0286
H  5.0455  -0.8445  -0.4230
H  7.3159  1.1864  2.2623
H  7.1193  3.6796  2.2198
H  4.9871  4.7114  1.4833
H  3.0853  3.2996  0.8203
H  3.1337  -0.3519  1.1896
H  2.8779  2.1170  -1.1864
H  -2.4936  2.8035  -1.4353
H  -1.9298  4.7591  -2.8032
H  0.4524  5.2947  -3.2766
H  4.0631  5.1609  -2.2976
H  2.7474  5.5134  -1.1458
H  2.5463  5.8741  -2.8760
H  -1.5995  1.4498  2.7790
H  -1.5855  0.6353  5.1958
H  0.0690  -3.0266  4.8599
H  1.5167  -3.5083  2.9743
H  1.5570  -3.3391  -0.9307
H  2.3405  -1.7451  -1.0733
H  0.5652  -1.8773  -0.8923
C  -1.7229  -5.6273  1.9911
Si  -1.9680  -4.2303  3.1801
C  -3.6903  -3.5525  3.1515
C  -1.6573  -4.9151  4.8946
C  -0.7715  -2.8213  2.9216
C  -0.0104  -0.9122  4.7708
C  0.6664  0.3752  4.4243
C  0.6040  0.7762  2.9450
N  -0.8601  -0.3560  1.8376
C  -0.8018  -1.8830  1.6669
S  -1.7082  -2.3756  0.2314
H  -2.4175  -6.4457  2.2098
H  -0.7029  -6.0140  2.0848
H  -1.8713  -5.2923  0.9628
H  -4.4184  -4.3093  3.4623
H  -3.9407  -3.1980  2.1493
H  -3.7596  -2.7084  3.8455
H  -2.3633  -5.7260  5.1045
H  -1.7881  -4.1515  5.6674
H  -0.6469  -5.3289  4.9902
H  0.0386  -1.0408  5.8480
H  1.3199  0.8613  5.1365
H  1.0455  1.7457  2.7210
C  -4.8586  1.5846  -0.7931
C  -3.8942  0.5175  -1.2091
O  -2.8483  0.4526  -0.6078
C  -4.2494  -0.4544  -2.2559
C  -3.3483  -1.4525  -2.6202
C  -3.7041  -2.3875  -3.5799
C  -4.9540  -2.3350  -4.1819
C  -5.8578  -1.3394  -3.8248
C  -5.5062  -0.4052  -2.8671
H  -4.3730  2.2336  -0.0706
H  -5.7507  1.1505  -0.3352
H  -5.1887  2.1726  -1.6519
H  -2.3772  -1.4911  -2.1461
H  -3.0010  -3.1647  -3.8491
H  -5.2313  -3.0729  -4.9243
H  -6.8351  -1.2964  -4.2871
H  -6.2183  0.3630  -2.5923
C  0.7246  1.6045  -5.3500
N  -0.1520  1.0173  -4.3551
C  -1.5808  1.2191  -4.5028
C  0.3497  0.2651  -3.3665
O  -0.2964  -0.3013  -2.4956
H  0.4758  2.6587  -5.4789
H  0.6309  1.0997  -6.3144
H  1.7572  1.5367  -5.0120
H  -1.7757  2.2798  -4.6587
H  -2.0798  0.8896  -3.5993
H  -1.9686  0.6487  -5.3518
H  1.4495  0.2148  -3.3807

Atoms 1-6, force components in eV/Å:
1.1 -0.7 0.6
0.0 0.1 0.1
0.0 -0.2 -0.1
0.1 0.0 0.0
0.0 0.1 0.0
-0.1 -0.1 0.0

## Properties
net charge	0
lowest unoccupied orbital energy (alpha / beta)	-0.001 / 0.035	eV
multiplicity	2

no.,energy (eV)
1,-146658.4715
2,-117334.7941